Molecular formula: C5H10O2
Method: DFT, wB97M-V/def2-TZVPD

Geometry (Å):
1 C -0.139 -1.533 1.782
2 O 0.579 -0.327 1.726
3 C 1.358 -0.176 0.558
4 C 0.520 -0.053 -0.717
5 C -0.567 0.986 -0.583
6 C -1.287 1.495 -1.748
7 O -0.292 2.280 -1.108
8 H -0.935 -1.585 1.023
9 H 0.520 -2.405 1.648
10 H -0.603 -1.582 2.770
11 H 1.941 0.737 0.712
12 H 2.063 -1.019 0.460
13 H 1.174 0.223 -1.552
14 H 0.072 -1.022 -0.972
15 H -1.070 1.005 0.384
16 H -2.311 1.851 -1.641
17 H -1.023 1.126 -2.740

Cartesian forces (eV/Å) of the 6 atoms listed first:
-0.163 -0.215 0.037
0.031 0.038 0.048
0.172 0.072 -0.166
-0.044 -0.025 -0.021
-0.009 -0.235 0.097
-0.223 -0.116 -0.180

Computed properties:
Relative energy (zero: lowest compared OMol25 entry of this formula, charge and spin) = 64.0 kcal/mol
SMILES string = COCC[C@@H]1CO1
HOMO-LUMO gap = 10.959 eV
Charge = 0
Calculated total energy = -346.923393 Ha
HOMO level = -9.936 eV

Molecular formula: C2H11N2O
Method: DFT, wB97M-V/def2-TZVPD

Geometry (Å):
1 C -2.178 1.068 -1.178
2 N -1.146 0.180 -0.499
3 H -1.539 1.618 -1.920
4 H -2.753 0.489 -1.871
5 H -2.626 1.692 -0.424
6 H -1.051 -0.618 -1.148
7 H -1.539 -0.261 0.322
8 H -0.192 0.603 -0.393
9 N 1.218 0.513 0.709
10 C 1.752 -0.884 0.748
11 O 0.916 -1.970 1.095
12 H 1.000 0.901 1.619
13 H 2.070 1.023 0.405
14 H 1.932 -0.980 -0.344
15 H 2.648 -0.786 1.318
16 H 1.488 -2.588 1.561

Cartesian forces (eV/Å) of the 6 atoms listed first:
2.789 0.568 -1.122
-1.641 -1.053 -2.309
-0.750 0.304 0.987
-1.131 -0.461 0.481
-0.507 0.145 -0.272
0.403 0.240 0.370

Computed properties:
Relative energy (zero: lowest compared OMol25 entry of this formula, charge and spin) = 33.3 kcal/mol
HOMO-LUMO gap = 11.076 eV
Charge = +1
Calculated total energy = -267.271630 Ha
HOMO level = -14.326 eV

Molecular formula: C5H17NO2
Method: DFT, wB97M-V/def2-TZVPD

Geometry (Å):
1 C -0.919 1.616 1.551
2 C 0.340 1.378 2.398
3 N -0.136 -1.673 1.085
4 C 1.307 -1.864 -0.854
5 C -0.158 -2.028 -0.245
6 C -1.097 -1.273 -1.218
7 H -0.611 2.195 0.673
8 H -1.672 2.251 2.050
9 H -1.270 0.624 1.283
10 H 0.080 0.525 3.083
11 H 1.190 0.876 1.909
12 H 0.658 2.304 2.886
13 H 1.625 -0.814 -0.751
14 H 2.023 -2.509 -0.285
15 H 1.209 -2.188 -1.889
16 H -0.464 -3.084 -0.403
17 H -0.810 -0.245 -1.404
18 H -0.995 -1.832 -2.163
19 H -2.150 -1.339 -0.855
20 H -1.085 2.543 -2.483
21 H 0.299 1.746 -1.230
22 O -0.990 1.965 -1.715
23 H 1.833 1.613 -1.937
24 H 0.465 -2.277 1.650
25 O 1.328 1.491 -1.136

Cartesian forces (eV/Å) of the 6 atoms listed first:
1.252 0.615 -0.334
-0.573 -1.386 0.815
-0.250 0.297 -1.102
1.495 -0.664 1.196
-1.404 1.315 -0.512
-0.316 -1.011 0.790

Computed properties:
Relative energy (zero: lowest compared OMol25 entry of this formula, charge and spin) = 183.7 kcal/mol
HOMO-LUMO gap = 3.250 eV
Charge = 0
Calculated total energy = -405.649736 Ha
HOMO level = -7.934 eV

Molecular formula: C25H18AuN8OS
Method: DFT, wB97M-V/def2-TZVPD

Geometry (Å):
1 Au 0.225 -0.064 0.173
2 S -7.220 -1.514 1.112
3 N -6.021 -1.714 2.156
4 C -4.920 -1.341 1.530
5 C -3.586 -1.355 2.089
6 C -3.294 -1.786 3.391
7 C -1.991 -1.771 3.840
8 C -0.990 -1.331 2.977
9 N -1.285 -0.908 1.746
10 C -2.536 -0.906 1.287
11 C -2.779 -0.420 -0.087
12 N -1.759 0.035 -0.826
13 C -1.911 0.473 -2.077
14 C -3.169 0.496 -2.666
15 C -4.248 0.036 -1.943
16 C -4.066 -0.431 -0.635
17 C -5.150 -0.900 0.200
18 N -6.421 -0.948 -0.156
19 H -4.109 -2.122 4.023
20 H -1.730 -2.099 4.839
21 H 0.050 -1.315 3.280
22 H -1.030 0.805 -2.610
23 H -3.275 0.862 -3.679
24 H -5.247 0.021 -2.366
25 N 1.000 6.734 2.098
26 C 0.151 5.785 2.535
27 O -0.669 5.931 3.408
28 C 0.228 4.404 1.884
29 C -0.650 3.457 2.407
30 C -0.663 2.185 1.899
31 N 0.171 1.830 0.891
32 C 1.018 2.735 0.368
33 C 1.072 4.024 0.846
34 H 0.958 7.634 2.550
35 H 1.670 6.616 1.362
36 H -1.313 3.743 3.213
37 H -1.332 1.434 2.288
38 H 1.667 2.415 -0.443
39 H 1.779 4.699 0.384
40 N 0.353 -4.023 -0.975
41 C -0.063 -3.037 -0.206
42 N 0.536 -1.890 -0.569
43 C 1.373 -2.161 -1.661
44 C 2.216 -1.344 -2.410
45 C 2.920 -1.946 -3.431
46 C 2.804 -3.322 -3.688
47 C 1.981 -4.138 -2.933
48 C 1.262 -3.523 -1.923
49 H 0.084 -4.992 -0.868
50 H -0.786 -3.147 0.587
51 H 2.330 -0.285 -2.201
52 H 3.591 -1.351 -4.036
53 H 3.386 -3.762 -4.488
54 H 1.917 -5.203 -3.116

Cartesian forces (eV/Å) of the 6 atoms listed first:
-0.599 -0.085 -0.294
-0.534 -0.071 0.091
-0.063 -0.022 -0.083
0.269 0.143 -0.295
-0.157 0.012 0.045
-0.096 0.001 -0.003

Computed properties:
Relative energy (zero: lowest compared OMol25 entry of this formula, charge and spin) = 35.4 kcal/mol
HOMO-LUMO gap (spin up / spin down) = 4.246 / 4.247 eV
Charge = +3
Calculated total energy = -2009.680859 Ha
HOMO level (spin up / spin down) = -17.381 / -17.381 eV

Molecular formula: C8H22IN2O2
Method: DFT, wB97M-V/def2-TZVPD

Geometry (Å):
1 I 3.141 -1.714 2.116
2 C -1.057 -2.755 3.251
3 C -1.201 -3.068 1.767
4 C -1.529 -1.847 0.954
5 O -2.729 -1.249 1.451
6 C -3.157 -0.197 0.654
7 N 0.023 -3.645 1.174
8 H -0.926 -3.674 3.838
9 H -1.977 -2.317 3.659
10 H -0.199 -2.113 3.459
11 H -1.984 -3.823 1.630
12 H -1.654 -2.144 -0.094
13 H -0.701 -1.124 1.021
14 H -4.128 0.149 1.014
15 H -3.253 -0.480 -0.404
16 H -2.472 0.663 0.703
17 H 0.774 -2.942 1.230
18 H 0.350 -4.371 1.807
19 C 0.900 2.394 0.344
20 C 1.117 1.556 -0.947
21 C 1.344 2.511 -2.091
22 O 1.294 1.827 -3.331
23 C 1.296 2.712 -4.410
24 N 2.181 0.559 -0.819
25 H 0.833 1.734 1.207
26 H -0.017 2.993 0.290
27 H 1.736 3.090 0.469
28 H 0.159 1.064 -1.153
29 H 2.332 3.004 -2.028
30 H 0.585 3.308 -2.058
31 H 2.174 3.374 -4.384
32 H 0.394 3.347 -4.420
33 H 1.292 2.113 -5.319
34 H 2.010 0.011 0.029
35 H 3.049 1.050 -0.608

Cartesian forces (eV/Å) of the 6 atoms listed first:
-0.080 0.109 0.052
-0.471 -0.260 0.570
0.723 -0.525 0.101
-0.346 0.302 0.056
0.198 -0.524 -0.027
-0.070 0.661 -0.265

Computed properties:
Relative energy (zero: lowest compared OMol25 entry of this formula, charge and spin) = 0.5 kcal/mol
HOMO-LUMO gap = 6.792 eV
Charge = -1
Calculated total energy = -875.755830 Ha
HOMO level = -3.921 eV

Molecular formula: C3H5Cl2NO5
Method: DFT, wB97M-V/def2-TZVPD

Geometry (Å):
1 C -2.337 0.610 0.636
2 C -1.511 1.100 -0.533
3 Cl -0.968 2.737 -0.123
4 C -0.340 0.151 -0.816
5 Cl 0.734 0.813 -2.061
6 O 0.216 -0.033 0.455
7 O 1.190 -1.205 0.337
8 O 2.339 -0.708 -0.141
9 N 3.500 -1.609 0.600
10 O 4.570 -1.076 0.479
11 O 3.072 -2.634 1.079
12 H -2.677 -0.412 0.459
13 H -1.759 0.622 1.562
14 H -3.200 1.261 0.771
15 H -2.104 1.165 -1.454
16 H -0.723 -0.782 -1.251

Cartesian forces (eV/Å) of the 6 atoms listed first:
-0.356 -0.195 0.193
-0.273 -0.183 -0.119
0.235 0.389 -0.165
-0.672 0.132 0.289
0.212 0.054 -0.004
2.244 -1.454 -0.424

Computed properties:
Relative energy (zero: lowest compared OMol25 entry of this formula, charge and spin) = 0.0 kcal/mol
SMILES string = C[C@@H](Cl)[C@@H](Cl)OOO[N+](=O)[O-]
HOMO-LUMO gap = 10.125 eV
Charge = 0
Calculated total energy = -1468.315037 Ha
HOMO level = -10.720 eV